1.
22
Properties=species:S:1:pos:R:3 method="wB97M-V/def2-TZVPD" homo_lumo_gap_ev=9.97 homo_energy_ev=-9.43 smiles="O=CNCNCCO.C=O" e_above_lowest_kj_mol=299.0
C 2.210 -0.272 -1.298
O -2.762 -1.527 -0.150
O -1.689 0.483 3.160
H -1.411 0.144 0.999
H 2.710 1.860 -1.148
H 1.044 0.046 1.244
O 2.634 1.905 -2.098
C 2.626 0.531 -2.454
H 3.638 0.277 -2.793
H -0.870 -2.475 -0.269
H 1.874 0.334 -3.243
H -3.578 0.961 3.480
H -2.615 1.777 2.000
N 0.854 0.074 -0.906
H 0.921 -1.545 0.513
H 2.972 -0.078 -0.508
C -1.560 -1.541 -0.077
N -0.863 -0.622 0.644
C 0.573 -0.521 0.419
H 0.555 1.060 -0.903
C -2.666 1.123 2.854
H 2.267 -1.342 -1.502

---

2.
22
Properties=species:S:1:pos:R:3 method="wB97M-V/def2-TZVPD" homo_lumo_gap_ev=10.19 homo_energy_ev=-9.57 smiles="CC(C)C(=O)O.NC(N)=O" e_above_lowest_kj_mol=76.6
C 1.122 1.411 -0.014
C 0.401 -2.098 0.591
H -0.473 3.466 -0.897
C -1.012 2.555 -0.613
H 2.017 -3.082 1.343
H -1.939 2.508 -1.192
O -1.583 -0.508 -1.697
N 1.568 -2.764 0.497
C -1.187 -0.005 -0.511
O -0.456 -2.164 -0.332
C -0.152 1.312 -0.840
H 1.704 -3.288 -0.356
H 1.662 2.341 -0.230
H -1.304 2.638 0.439
H 0.110 1.274 -1.906
H 0.794 -1.316 2.397
N 0.048 -1.692 1.830
H -0.780 -1.094 1.818
H 1.835 0.615 -0.258
H -1.447 -1.481 -1.649
H 0.905 1.419 1.060
O -1.832 -0.045 0.520

---

3.
22
Properties=species:S:1:pos:R:3 method="wB97M-V/def2-TZVPD" homo_lumo_gap_ev=9.16 homo_energy_ev=-8.48 e_above_lowest_kj_mol=392.9
H 1.130 2.595 -0.130
O 1.938 -0.254 -0.319
H 0.425 -2.395 0.281
H 2.281 2.013 -1.168
H -1.344 -1.504 -1.324
C 0.965 0.499 -0.515
C -1.845 -1.138 -0.409
H 0.921 -0.248 -2.636
C -0.105 -1.875 1.100
H 0.779 1.717 -2.157
H -0.750 -2.605 1.609
H -2.506 -1.935 -0.038
H 0.644 -1.530 1.828
O 0.788 2.059 2.014
H -2.474 -0.278 -0.678
O 0.273 0.361 -2.268
C 0.103 1.078 1.838
H -0.395 0.558 2.686
C -0.242 0.496 0.473
N -0.915 -0.765 0.637
N 1.306 1.935 -0.890
H -0.977 1.216 0.066

---

4.
20
Properties=species:S:1:pos:R:3 method="wB97M-V/def2-TZVPD" homo_lumo_gap_ev="7.77 / 7.70" homo_energy_ev="-6.82 / -6.90" e_above_lowest_kj_mol=428.0
H 0.707 2.228 -0.982
C 0.561 1.802 0.020
H 0.790 -1.218 -1.752
H -3.088 0.184 0.777
N -0.385 0.692 0.103
H -3.272 -0.229 -0.966
H -0.032 -2.540 0.058
H 0.866 -1.580 1.438
H 0.103 2.730 0.552
H -2.145 -1.336 0.095
N -1.530 0.683 -0.495
H 2.429 1.792 1.186
H 1.760 -2.778 0.393
S 2.478 0.027 -0.582
C 0.861 -1.985 0.349
H 1.250 0.441 1.376
C 1.775 1.160 0.651
H -1.662 1.188 -1.414
C 1.074 -0.964 -0.657
C -2.540 -0.298 -0.147

---

5.
22
Properties=species:S:1:pos:R:3 method="wB97M-V/def2-TZVPD" homo_lumo_gap_ev="5.93 / 5.93" total_charge=+1 homo_energy_ev="-10.25 / -10.25" e_above_lowest_kj_mol=318.0
H 4.120 -0.392 -0.980
C 1.320 -0.944 0.314
H 3.097 1.698 0.364
H 4.284 -0.561 0.972
H 2.023 1.263 -1.230
H 3.653 -1.920 0.125
C 2.235 1.207 -0.110
H 1.196 1.612 0.363
H -1.109 -0.309 -1.297
O -0.825 1.427 0.083
N -3.419 0.356 1.037
O 0.204 -1.282 0.307
H -3.032 0.783 1.855
N -3.105 -1.186 -0.711
H -2.844 -1.307 -1.667
H -4.041 -1.553 -0.579
H -4.248 -0.077 1.332
C -2.740 -0.107 -0.039
C -1.448 0.256 -0.358
C 3.741 -0.845 0.025
H -1.431 2.136 0.072
N 2.369 -0.255 0.123

---

6.
21
Properties=species:S:1:pos:R:3 method="wB97M-V/def2-TZVPD" homo_lumo_gap_ev=9.47 total_charge=+1 homo_energy_ev=-12.71 smiles="CN1C[N@@H+](C)N(C)C1=S" e_above_lowest_kj_mol=144.2
H -2.715 -2.090 0.434
H -1.869 -2.607 -1.035
H 0.791 -1.398 -1.091
C -0.233 2.382 0.215
S -2.910 0.707 -0.067
H -1.257 -3.097 0.565
C -1.738 -2.298 0.006
H 2.507 1.597 -0.079
C 2.226 0.582 -0.359
C -1.409 0.147 -0.063
C 0.496 -1.161 -0.055
H 0.367 3.029 -0.424
H 2.156 0.516 -1.445
H -1.276 2.688 0.127
N 0.926 0.237 0.244
H 0.075 2.490 1.261
N -0.931 -1.105 0.098
N -0.159 1.022 -0.245
H 2.984 -0.111 0.003
H 0.945 -1.883 0.634
H 1.023 0.352 1.275

---

7.
22
Properties=species:S:1:pos:R:3 method="wB97M-V/def2-TZVPD" homo_lumo_gap_ev=10.11 total_charge=+2 homo_energy_ev=-17.28 smiles="S[C@@H]1[NH2+]CN[C@H]2[NH+]=CN[C@@H]12" e_above_lowest_kj_mol=0.0
C 0.252 2.152 -1.403
H 0.773 -1.567 2.135
H 0.329 -0.956 -1.745
S 2.203 -1.992 -0.625
C -0.930 -0.153 1.519
H -1.834 2.432 -0.978
H -2.575 -0.494 0.524
H 3.133 -2.100 0.412
C 1.151 -0.760 0.173
N 0.300 -1.256 1.258
N -0.968 1.848 -1.022
N -1.644 -0.199 0.380
H -0.386 -1.972 0.955
H 0.458 3.195 -1.682
H 1.708 -0.063 0.700
H -1.469 -0.635 2.415
H 1.890 1.260 -1.930
H -0.593 0.934 1.748
C -1.148 0.314 -0.833
H -1.974 0.081 -1.665
N 0.988 1.068 -1.529
C 0.368 -0.082 -1.071

---

8.
22
Properties=species:S:1:pos:R:3 method="wB97M-V/def2-TZVPD" homo_lumo_gap_ev=11.09 homo_energy_ev=-10.32 smiles=CC(C)(C)[SiH2]n1ncnn1 e_above_lowest_kj_mol=61.2
H 1.009 1.606 -1.670
H 2.443 -0.763 -1.514
H 2.644 -1.483 0.112
N -2.714 -1.070 0.209
H 0.218 0.834 1.721
N -2.151 1.000 -0.243
C 0.924 -0.072 1.520
Si -0.262 -0.959 -0.930
N -1.775 -0.299 -0.356
H 0.546 -1.080 1.959
H 1.662 0.135 2.134
C 0.914 1.434 -0.552
H -0.356 -2.477 -0.738
H -0.114 1.923 -0.358
N -3.299 1.093 0.286
C -3.638 -0.206 0.577
H -0.148 -0.877 -2.364
C 2.532 -0.499 -0.428
H 1.808 1.915 -0.061
H -4.466 -0.491 1.001
H 3.120 0.383 -0.265
C 1.105 -0.047 -0.040

---

9.
22
Properties=species:S:1:pos:R:3 method="wB97M-V/def2-TZVPD" homo_lumo_gap_ev="7.63 / 7.62" total_charge=+1 homo_energy_ev="-11.57 / -11.57" e_above_lowest_kj_mol=710.1
C 1.779 -2.271 1.199
N -2.031 0.541 -0.338
H 0.292 -1.264 2.231
H -2.409 -0.322 -0.599
H 1.764 -0.344 1.909
H -1.220 2.391 -0.669
C -1.789 1.643 -1.242
H 1.085 -2.993 0.857
N 1.179 1.030 -1.430
H 2.298 -2.823 1.984
C 0.341 -0.275 0.440
N 0.211 0.854 -2.291
H 2.292 0.666 0.185
C -1.040 0.456 0.714
H -0.860 1.485 0.990
H 2.533 -2.153 0.475
N 1.262 0.494 -0.220
H -2.853 1.907 -1.689
N 1.006 -1.005 1.567
H -1.464 -0.063 1.571
H -1.423 0.886 -3.292
C -0.955 1.161 -2.351

---

10.
19
Properties=species:S:1:pos:R:3 method="wB97M-V/def2-TZVPD" homo_lumo_gap_ev=5.65 total_charge=-1 homo_energy_ev=-1.96 smiles=CCN[C@H](C)C[O-] e_above_lowest_kj_mol=139.6
H 0.722 -1.974 -1.744
H -0.076 -2.084 1.874
C -0.581 1.526 -0.015
H -0.632 -2.942 -0.812
C 0.139 2.680 -0.716
H 1.238 -1.020 1.768
N -0.143 0.235 -0.681
H 0.308 2.574 -1.797
O 1.228 -2.939 -0.030
H 1.127 2.905 -0.295
C 0.161 -1.052 1.546
H -1.670 1.500 -0.108
H -1.346 -1.132 0.128
H -0.398 1.478 1.057
H -0.537 3.512 -0.627
H -0.371 -0.431 2.252
C -0.259 -0.983 0.088
C 0.341 -2.268 -0.762
H 0.747 0.416 -1.128

---

11.
19
Properties=species:S:1:pos:R:3 method="wB97M-V/def2-TZVPD" homo_lumo_gap_ev=5.81 total_charge=-1 homo_energy_ev=-2.93 e_above_lowest_kj_mol=917.4
C 0.276 0.547 -0.082
H 1.022 1.225 -0.554
H -0.571 1.446 0.406
H -1.958 2.975 0.449
H -0.578 -2.163 -0.881
C 0.826 -0.329 0.878
H 0.711 0.050 1.909
C -0.243 -1.421 -1.821
N -0.403 -0.029 -1.269
H 0.323 -1.851 0.467
O -0.823 -1.631 -2.932
H -1.867 1.903 1.795
C -1.226 2.476 1.135
H 0.884 -1.564 -1.746
H 1.532 -2.442 1.111
C 1.556 -1.554 0.451
H -0.875 3.361 1.726
H 2.662 -1.476 0.437
H -1.249 0.474 -1.476

---

12.
19
Properties=species:S:1:pos:R:3 method="wB97M-V/def2-TZVPD" homo_lumo_gap_ev=5.86 total_charge=-1 homo_energy_ev=-2.53 e_above_lowest_kj_mol=428.7
O 3.773 -0.446 -0.372
H 2.515 -0.810 1.227
C -0.779 0.098 -0.753
H 1.111 1.440 0.337
H 0.496 -1.484 -0.311
H -1.867 -0.497 -0.540
C 0.339 -0.479 0.102
C 1.459 0.481 -0.073
N -1.802 0.753 -0.215
H -3.838 -0.695 0.332
H -4.772 0.829 0.379
H 3.255 0.875 1.097
H 1.779 0.752 -1.119
C 2.888 -0.006 0.506
H -5.580 -0.714 -0.097
H -5.052 -0.386 1.596
H 0.014 -0.518 1.146
H -0.511 0.260 -1.823
C -4.807 -0.254 0.532

---

13.
19
Properties=species:S:1:pos:R:3 method="wB97M-V/def2-TZVPD" homo_lumo_gap_ev=6.04 total_charge=-1 homo_energy_ev=-2.17 smiles=CNCCCC[O-] e_above_lowest_kj_mol=255.8
H 1.244 -0.898 -1.406
H 1.862 1.227 -2.094
H 1.653 1.124 0.470
C 0.974 1.704 -1.597
H -0.061 1.258 0.441
O 1.228 2.988 -1.352
H -1.373 0.565 0.774
C 0.837 -0.709 -0.407
H 1.542 -1.215 0.354
H -0.320 -2.428 -0.539
H -0.013 1.562 -2.118
H -1.405 -0.739 -0.612
H -2.645 -0.346 1.503
H 0.036 -1.749 1.773
H -1.275 -0.097 2.538
C -0.583 -1.402 -0.256
C -1.567 -0.222 1.536
N -0.919 -1.502 1.220
C 0.785 0.879 -0.228

---

14.
19
Properties=species:S:1:pos:R:3 method="wB97M-V/def2-TZVPD" homo_lumo_gap_ev=5.82 total_charge=-1 homo_energy_ev=-2.07 smiles=C[C@H](N)CCC[O-] e_above_lowest_kj_mol=178.7
H -2.531 -1.093 1.655
H -1.853 -0.696 -1.984
H 1.385 -1.469 -0.578
C 1.105 -0.485 -0.405
O 2.697 1.483 -0.363
H 0.945 -0.034 -1.351
C -0.048 -0.083 0.545
H 2.583 -0.114 1.093
H 0.164 0.934 0.992
N -1.883 -0.991 -1.019
H 0.043 -0.712 1.419
H 3.340 -0.375 -0.457
H -3.618 0.210 0.946
C -1.545 0.052 0.011
H -2.491 0.897 1.885
C -2.497 -0.001 1.163
H -1.168 -1.712 -0.903
C 2.419 0.208 -0.030
H -1.807 1.091 -0.391

---

15.
19
Properties=species:S:1:pos:R:3 method="wB97M-V/def2-TZVPD" homo_lumo_gap_ev=10.46 total_charge=+1 homo_energy_ev=-14.01 smiles="[NH3+]/C=C/CCCO" e_above_lowest_kj_mol=128.5
H 1.934 -0.134 -1.388
C -1.983 0.293 -0.091
N -2.638 -1.061 -0.165
C -0.701 0.420 -0.365
H 0.344 2.245 -0.594
H -1.868 -1.710 -0.016
H 3.150 -0.488 -0.126
H -2.498 0.987 0.555
H 1.543 0.540 1.561
C 2.093 -0.356 -0.326
O 1.348 -1.519 0.051
H 1.940 -2.275 0.078
C 1.619 0.814 0.505
C 0.239 1.464 0.159
H -3.333 -1.062 0.572
H -3.123 -1.332 -1.022
H -0.136 1.833 1.106
H -0.247 -0.305 -1.032
H 2.316 1.648 0.538

---

16.
19
Properties=species:S:1:pos:R:3 method="wB97M-V/def2-TZVPD" homo_lumo_gap_ev=10.24 total_charge=+1 homo_energy_ev=-14.54 e_above_lowest_kj_mol=197.9
H 1.955 1.483 0.996
H -0.405 0.938 1.358
C 2.347 -0.423 0.262
H -1.648 -0.350 -0.365
C 1.547 0.897 0.219
H -3.348 0.747 0.830
H 3.270 -0.167 -0.301
H -3.395 -0.712 0.290
H 1.935 -1.613 -1.367
C 1.510 -1.532 -0.390
H 1.683 -2.488 0.034
O 0.105 -1.358 -0.537
C -0.006 0.868 0.288
N -3.141 0.169 0.048
H -0.566 1.694 -0.357
H -3.769 0.481 -0.625
H 2.576 -0.629 1.280
C -0.562 -0.363 -0.224
H 1.751 1.457 -0.761

---

17.
19
Properties=species:S:1:pos:R:3 method="wB97M-V/def2-TZVPD" homo_lumo_gap_ev=10.32 total_charge=+1 homo_energy_ev=-13.85 smiles="[NH3+]/C=C/CCCO" e_above_lowest_kj_mol=159.9
H -2.573 -0.782 -1.401
H 0.922 1.971 -0.638
O 1.131 -1.336 -0.475
H -3.654 -0.199 -0.393
C -0.685 0.708 -0.449
H -2.794 -1.514 0.147
C 0.407 1.511 0.204
H 2.661 -0.040 -0.834
H -0.538 0.221 -1.419
C 1.465 0.603 0.903
H -1.548 -0.184 1.318
H 1.013 0.205 1.810
H 1.539 -2.158 -0.741
H -0.087 2.256 0.825
H 2.223 1.277 1.316
N -2.734 -0.651 -0.396
C -1.618 0.079 0.272
H 2.782 -1.079 0.680
C 2.167 -0.438 0.053

---

18.
19
Properties=species:S:1:pos:R:3 method="wB97M-V/def2-TZVPD" homo_lumo_gap_ev="8.73 / 9.81" total_charge=+1 homo_energy_ev="-13.81 / -14.40" e_above_lowest_kj_mol=508.5
N -0.574 -0.580 0.425
H -0.839 0.396 -1.468
H 0.552 -1.159 2.189
C -0.713 0.551 -0.414
H -2.637 -1.014 0.391
H -0.028 -2.666 0.187
C 0.667 -0.795 1.177
H -1.718 -1.871 1.636
H -2.079 -0.149 1.832
H 0.864 -1.497 -0.895
H 1.427 -0.037 1.029
H 3.060 2.178 -1.637
H 1.570 3.071 -1.370
C 0.325 -1.656 0.030
H 1.692 1.805 -2.676
O 1.696 1.129 -0.743
H -0.983 1.485 0.045
C -1.826 -0.925 1.111
C 1.954 2.077 -1.642

---

19.
19
Properties=species:S:1:pos:R:3 method="wB97M-V/def2-TZVPD" homo_lumo_gap_ev=9.39 total_charge=+1 homo_energy_ev=-14.51 e_above_lowest_kj_mol=120.7
H 2.011 0.362 -0.597
H 0.867 -2.358 2.165
H 0.930 0.054 2.006
H -1.189 -0.573 -2.488
H -1.342 3.971 -0.689
H -0.430 0.666 1.150
H 0.142 -3.349 0.801
H -0.069 -2.291 -1.229
H 2.301 1.355 0.817
O -1.477 3.120 -0.262
C -0.837 -0.452 -1.467
H -2.431 3.001 -0.234
H -1.007 0.518 -1.003
N -0.252 -1.375 -0.826
C 1.517 0.940 0.186
H 1.076 1.774 -0.370
C 0.559 -2.405 1.135
C 0.501 0.115 1.007
C 0.315 -1.266 0.499

---

20.
19
Properties=species:S:1:pos:R:3 method="wB97M-V/def2-TZVPD" homo_lumo_gap_ev=11.26 total_charge=+1 homo_energy_ev=-14.68 smiles=OC[C@@H]1CCC[NH2+]1 e_above_lowest_kj_mol=5.9
H 2.184 -1.017 0.989
H -1.747 -0.054 0.833
C -0.790 0.917 -1.503
H 1.860 0.427 1.986
H 0.292 -0.909 -1.237
H -1.180 1.736 -0.894
H -1.274 -1.608 0.193
C 0.103 -0.862 1.695
H 1.031 1.511 0.187
C 1.451 -0.268 1.264
H 1.942 0.413 -0.651
O -1.855 0.201 -2.105
C -0.892 -0.652 0.535
H -2.068 0.594 -2.958
N 1.166 0.518 -0.001
H 0.222 -1.901 1.970
C -0.086 -0.087 -0.629
H -0.127 1.355 -2.249
H -0.231 -0.313 2.576